C32H52GeN8OSSeY | wB97M-V/def2-TZVPD

Atoms and positions in Å:
Y -0.158 0.720 -0.012
C 0.027 -3.412 2.362
N -0.619 -2.476 3.234
C -1.483 -3.044 4.245
C -0.774 -1.147 2.834
N -1.072 -0.779 1.521
C -2.028 -1.525 0.864
C -3.092 -2.181 1.528
C -4.054 -2.904 0.852
C -4.040 -2.992 -0.536
C -3.032 -2.321 -1.217
C -2.030 -1.630 -0.556
N -1.027 -0.945 -1.318
C -0.438 -1.607 -2.301
N -0.030 -0.957 -3.419
C -0.335 0.450 -3.601
C 1.118 -1.434 -4.180
N -0.275 -2.973 -2.328
C -0.739 -3.752 -3.455
C -0.121 -3.709 -1.090
N -0.713 -0.221 3.877
C 0.453 -0.239 4.741
C -1.300 1.078 3.696
H -0.665 -3.899 1.658
H 0.514 -4.196 2.952
H 0.799 -2.894 1.791
H -2.193 -3.773 3.827
H -2.046 -2.240 4.718
H -0.902 -3.555 5.022
H -3.143 -2.083 2.603
H -4.848 -3.384 1.415
H -4.800 -3.541 -1.075
H -3.022 -2.324 -2.302
H -1.338 0.656 -3.243
H -0.284 0.681 -4.667
H 0.393 1.084 -3.081
H 0.814 -1.806 -5.164
H 1.613 -2.226 -3.623
H 1.822 -0.613 -4.308
H -0.951 -3.104 -4.301
H -1.656 -4.288 -3.183
H 0.014 -4.485 -3.760
H 0.368 -3.068 -0.362
H 0.526 -4.568 -1.282
H -1.077 -4.059 -0.689
H 0.985 -1.178 4.607
H 0.157 -0.151 5.792
H 1.142 0.581 4.511
H -2.177 1.017 3.055
H -0.589 1.789 3.247
H -1.600 1.488 4.667
C -1.339 4.020 1.894
C -1.617 3.002 0.815
O -2.527 2.159 0.949
H -1.956 3.827 2.770
H -1.567 5.012 1.496
H -0.281 4.001 2.158
C 4.503 -1.038 -3.138
N 3.656 0.105 -2.959
C 3.713 1.268 -3.698
C 3.002 2.225 -3.088
N 2.415 1.693 -1.918
C 2.941 0.368 -1.761
S 2.172 -0.843 -0.786
H 5.434 -0.747 -3.630
H 4.026 -1.826 -3.732
H 4.740 -1.457 -2.159
H 4.250 1.314 -4.631
H 2.822 3.239 -3.401
H 2.504 2.257 -1.071
Se 1.967 2.301 1.327
C 3.032 1.387 2.627
C 3.402 2.065 3.789
C 4.142 1.433 4.779
C 4.532 0.110 4.628
C 4.179 -0.567 3.468
C 3.441 0.063 2.476
H 3.088 3.093 3.918
H 4.408 1.978 5.677
H 5.104 -0.385 5.402
H 4.478 -1.599 3.331
H 3.173 -0.470 1.572
C -1.030 4.001 -3.392
Ge -2.074 3.391 -1.850
C -3.321 1.956 -2.339
C -3.192 4.916 -1.320
C -0.829 3.016 -0.400
H -1.684 4.342 -4.196
H -0.377 3.221 -3.782
H -0.403 4.837 -3.079
H -4.335 2.299 -2.134
H -3.158 1.053 -1.751
H -3.251 1.706 -3.399
H -3.921 5.150 -2.098
H -2.575 5.798 -1.143
H -3.732 4.680 -0.402
H -0.047 3.781 -0.384

## Properties
Total charge: -1
Energy relative to the best compared isomer or geometry (same formula, charge and spin): 24.1 kJ/mol
Gap between HOMO and LUMO (spin up / spin down): 3.9496 / 4.3198 eV
Calculated total energy: -181738.0565 eV
HOMO energy (spin up / spin down): -1.470 / -1.834 eV

Taken from the Löwdin analysis, the atomic charges in e are: number 1, Y, carries 1.25; number 2, C, carries -0.08; number 3, N, carries -0.21; number 4, C, carries -0.10; number 5, C, carries -0.38; number 6, N, carries -0.04; number 7, C, carries -0.26; number 8, C, carries -0.03; number 9, C, carries -0.11; number 10, C, carries -0.12; number 11, C, carries -0.07; number 12, C, carries -0.26; number 13, N, carries -0.03; number 14, C, carries -0.44; number 15, N, carries -0.12; number 16, C, carries -0.05; number 17, C, carries -0.06; number 18, N, carries -0.15; number 19, C, carries -0.06; number 20, C, carries -0.06; number 21, N, carries -0.18; number 22, C, carries -0.06; number 23, C, carries -0.09; number 24, H, carries 0.07; number 25, H, carries 0.08; number 26, H, carries 0.08; number 27, H, carries 0.07; number 28, H, carries 0.08; number 29, H, carries 0.08; number 30, H, carries 0.09; number 31, H, carries 0.09; number 32, H, carries 0.08; number 33, H, carries 0.11; number 34, H, carries 0.05; number 35, H, carries 0.10; number 36, H, carries 0.06; number 37, H, carries 0.09; number 38, H, carries 0.08; number 39, H, carries 0.07; number 40, H, carries 0.08; number 41, H, carries 0.09; number 42, H, carries 0.09; number 43, H, carries 0.04; number 44, H, carries 0.10; number 45, H, carries 0.09; number 46, H, carries 0.08; number 47, H, carries 0.08; number 48, H, carries 0.07; number 49, H, carries 0.07; number 50, H, carries 0.05; number 51, H, carries 0.09; number 52, C, carries -0.05; number 53, C, carries -0.70; number 54, O, carries -0.06; number 55, H, carries 0.08; number 56, H, carries 0.08; number 57, H, carries 0.03; number 58, C, carries -0.08; number 59, N, carries -0.21; number 60, C, carries -0.13; number 61, C, carries -0.14; number 62, N, carries -0.06; number 63, C, carries -0.74; number 64, S, carries 0.55; number 65, H, carries 0.08; number 66, H, carries 0.07; number 67, H, carries 0.07; number 68, H, carries 0.11; number 69, H, carries 0.09; number 70, H, carries -0.02; number 71, Se, carries 0.62; number 72, C, carries -0.66; number 73, C, carries -0.17; number 74, C, carries -0.12; number 75, C, carries -0.12; number 76, C, carries -0.11; number 77, C, carries -0.15; number 78, H, carries 0.08; number 79, H, carries 0.09; number 80, H, carries 0.09; number 81, H, carries 0.09; number 82, H, carries 0.01; number 83, C, carries -0.21; number 84, Ge, carries 0.77; number 85, C, carries -0.21; number 86, C, carries -0.22; number 87, C, carries -0.41; number 88, H, carries 0.01; number 89, H, carries -0.01; number 90, H, carries 0.02; number 91, H, carries 0.02; number 92, H, carries 0.00; number 93, H, carries 0.01; number 94, H, carries 0.01; number 95, H, carries 0.02; number 96, H, carries 0.02; number 97, H, carries 0.03